[1]
Formula: C8H9O3
Source: the OMol25 dataset
Level of theory: the ωB97M-V functional and the def2-TZVPD basis

## Properties
Gap between HOMO and LUMO   8.437 eV
Multiplicity   1
Net charge   -1
ΔE to the lowest compared entry with this formula, charge and spin   0.000 eV
E_LUMO   3.8 eV

Positions of all 20 atoms, in Å:
H 1.590624 2.968123 -2.811581
C -0.555810 -1.773079 3.842989
H 0.299466 -1.628999 4.524411
C 1.046597 2.101522 -2.413275
H -0.997346 -0.455359 -3.421281
O -0.871573 -1.651905 1.479863
C -0.290289 -1.113558 2.461618
C 0.413221 0.700618 -0.545157
C -0.399975 0.190883 -2.764685
O -1.040275 -1.199906 -0.967207
H -0.744076 -2.854856 3.738545
H 1.692869 2.429312 -0.372335
H -1.446637 -1.302693 4.292174
H 0.240050 1.518395 -4.336787
C 0.292303 1.291474 -3.263765
O 0.453928 -0.095015 2.477960
H -0.907332 -1.287463 0.007889
H 0.459185 0.465380 0.526361
C -0.338549 -0.104032 -1.402369
C 1.103620 1.801159 -1.053369

Atoms 1-6, force components in eV/Å:
-0.25 -0.38 0.14
0.10 -0.25 0.02
-0.34 0.09 -0.31
0.18 0.32 -0.22
0.28 0.30 0.32
0.17 0.08 0.51

Results of the Löwdin charge analysis, in e, for atoms 1 through 8: atom 1 (H): 0.083, atom 2 (C): -0.049, atom 3 (H): 0.058, atom 4 (C): -0.151, atom 5 (H): 0.108, atom 6 (O): -0.059, atom 7 (C): -0.699, atom 8 (C): -0.009

[2]
Formula: C90H168N6O33
Source: the OMol25 dataset
Level of theory: the ωB97M-V functional and the def2-TZVPD basis

## Properties
Gap between HOMO and LUMO   7.662 eV
Multiplicity   1
Net charge   0
ΔE to the lowest compared entry with this formula, charge and spin   3.382 eV
E_LUMO   0.0 eV

Positions of all 297 atoms, in Å:
H -1.032041 -6.811952 7.078845
H 0.198749 -1.498172 0.355785
O -4.805161 11.287668 -7.366435
H -2.253011 9.883678 -9.008695
C 5.333429 -1.257852 -11.802005
H -6.314651 8.312248 -7.827495
O -14.104511 -3.307572 0.877585
C 9.244699 -1.017012 8.439465
H -5.496871 13.393768 -9.079885
C 2.391649 3.883028 13.876855
H 6.308729 -7.567722 -0.434275
H 3.172349 5.515408 12.658725
H -6.672201 8.346208 -10.119955
O -13.688231 4.762528 2.668855
O 3.182519 7.868338 0.924075
H 8.841439 -4.083202 8.118185
H 5.672779 5.227698 -6.271465
H -2.327271 -8.256902 10.709355
H -1.644671 -5.504002 6.133815
C 7.411959 -2.492132 5.248675
H 2.907889 -10.184732 2.029205
H 10.598449 0.076628 7.071715
H 9.228559 -1.875632 9.110755
C 8.691769 8.247158 -6.947515
H 7.312869 2.201618 -1.164715
C -2.300211 -3.755902 8.027195
C 2.806889 7.935218 -0.326925
H -2.974441 -2.070592 -1.166135
C 5.431929 -7.379242 -1.053785
H 7.162559 -1.253392 7.947745
H -6.754671 -8.318472 -3.842205
C 3.097459 10.095868 0.379505
H 8.178289 -4.705672 6.577665
H 0.935319 1.077108 -0.007485
H -0.579861 1.223688 13.072155
C -13.094061 3.514308 2.282825
C -2.804701 9.272158 -8.294705
H -1.512791 -3.259132 7.460375
O -10.240921 -1.691372 -9.584095
C 3.007229 1.419308 13.424595
H 0.475449 -8.228912 10.800065
H 8.196669 -0.422002 6.795795
O -0.335631 2.954598 -12.885255
H 5.257279 9.251848 1.730475
H 7.720869 -1.654762 4.622995
H -0.635671 2.083568 -0.259355
O 0.493029 0.740548 -2.838975
H -12.015891 -5.311102 0.956165
H 2.152129 9.305348 2.089355
H 4.920639 -8.256412 1.777005
O -9.653091 -0.834242 -7.696715
H 5.837379 7.887118 -8.051315
H -1.907071 1.069438 -12.190295
C 9.332509 0.253698 -1.510945
H -4.972321 7.442958 -7.288695
H 6.813449 -11.326942 -1.604625
O -11.597401 5.253888 2.420605
H -10.622961 2.822298 3.410805
C -3.190671 -0.240402 -2.547835
H -3.887581 11.529158 -7.220335
C 4.617559 -8.632202 -1.430475
H 0.124879 2.298998 15.155355
H -9.903291 -4.215442 1.550125
H 10.174839 1.621108 0.001275
H -3.961371 -7.846542 9.134835
C -13.311131 -3.067272 -0.098465
H 1.781139 2.277488 15.860185
H 12.566319 -3.013592 7.825635
C -3.211891 -5.978112 8.451125
H -11.366631 1.192108 -7.861985
C 4.534629 -10.052602 0.690565
O 4.663439 -1.543652 -13.020845
H 4.148669 -1.866932 -10.026875
H 3.591879 3.964438 12.053195
O -0.043871 -4.382762 9.663625
H -0.170261 -5.216932 6.961305
C -10.774241 -4.047492 2.183635
H -0.176321 4.350268 9.915755
H 5.757609 -6.898582 -1.976285
C -5.855411 11.225038 -9.461745
H -7.303701 11.893088 -7.876065
H -3.651711 0.745618 -2.490235
H -5.386861 8.970748 -6.523195
H -1.117561 4.236618 11.346975
H 2.735119 2.867078 10.264475
O -13.721491 -2.573162 -1.163585
C 11.528549 -3.240732 7.581615
C -6.439941 -7.577092 -3.107775
H 9.071409 -0.073812 8.957575
H -10.563771 -4.505262 3.150195
C 3.600159 -8.216252 -2.494875
C 0.222669 -7.515342 10.015825
H 7.149949 -3.845882 7.723015
H -0.384201 -3.639722 10.167275
H 0.289259 -8.030792 9.057715
H 3.267369 3.878808 14.525855
H -6.757051 -6.032912 -4.476365
O -12.038381 -3.301042 0.283755
H -12.716921 0.516058 -7.074285
C -1.236921 3.080348 -14.966375
H 0.689839 1.600718 -2.460855
O 2.939519 -8.429762 0.254145
H 11.422359 -0.722992 8.335325
C -1.771011 -0.153272 -3.202985
H -3.846981 -0.865312 -3.153515
H -3.671301 8.912928 -10.516045
H 7.724149 2.152768 0.536435
N -0.805771 0.521208 -2.297115
N -4.829491 10.663728 -8.565425
O 10.163219 0.457618 -2.688675
C -1.922711 0.877368 -4.389375
O -0.435961 4.230448 -14.700395
H -1.059361 2.841088 10.281475
H 3.584449 1.651128 12.529505
C -12.832441 5.715308 2.720345
C -0.697781 -6.118972 11.883395
O 2.602739 6.980338 -1.041105
H 4.771799 -6.628382 -0.619595
H 8.184469 3.522988 -0.367695
H -0.964271 1.104878 -4.856015
H -0.333701 1.298578 -14.079005
H -11.320961 -1.661602 -6.540805
H 6.384899 -9.378742 1.465075
H 7.251169 -3.378852 4.635495
H -1.372881 -2.321652 -2.877835
C -11.439161 -1.532862 -8.763945
H -3.807511 -5.347772 9.111425
H -9.535681 3.579218 2.265885
O 7.443879 8.842688 -7.058345
H -1.240661 -5.229022 12.201775
H -6.778961 -5.339782 -2.847905
H -0.313381 -1.676752 -4.041275
O 3.403229 -3.238832 -13.861055
H -2.935791 2.397448 -12.736905
H -2.845631 1.000458 -13.782625
H 11.536729 -4.227722 7.119135
C 5.142399 0.261158 -11.480065
H 10.125869 -4.282432 5.498865
H 4.750489 -10.375492 -2.637295
C 7.143539 6.491688 -7.089735
H -2.564561 -3.098132 8.855175
H -0.884821 -6.974312 12.532645
H -2.278831 3.348648 -15.141125
H -13.981961 -4.730402 2.318815
H 4.530549 10.047858 3.069445
O 9.781349 8.871538 -6.985585
N 9.697509 -2.457252 5.899855
C -11.058201 -1.004412 -7.369745
H 3.847629 -11.640642 2.126875
C -1.128081 -5.726252 7.067535
H -0.924911 2.556078 -15.869645
H -1.906531 -1.945992 -4.538275
O 11.041699 2.298858 -3.834185
H 4.905059 -11.852722 -0.521875
H 6.908299 5.728698 -5.061125
H 2.859729 -11.266752 0.672725
H -4.545261 7.508348 -9.808255
H 5.217939 -9.745912 2.728995
C -5.322751 12.624388 -9.832105
H -5.646201 13.080678 -10.767665
H 4.124549 0.405968 -11.117965
H 5.818689 0.450098 -10.646385
H -8.073371 11.560138 -9.405195
C 4.034299 -2.692692 -12.916875
C 8.117649 -1.308282 7.425365
H 1.563969 4.474938 14.267625
H -11.895251 -2.515152 -8.640705
C -0.099171 -1.334532 -0.679865
H -2.484861 -7.984022 8.317385
H 7.096539 -9.884022 -0.669195
C 10.398039 1.793058 -2.892105
H 3.668889 1.370568 14.289425
C -0.911441 -6.513982 10.340575
N -1.069641 -5.277132 9.502005
H -2.456641 9.721398 -7.364575
H -3.054001 -3.642432 7.248075
H 0.998699 0.902808 15.051045
O 10.056029 -3.477592 4.980265
C -2.204971 -0.126962 -0.280935
C -1.338051 -1.585512 -3.680955
C -2.282101 -7.217412 10.384515
C 2.788499 4.500128 12.558875
H 3.889929 -7.430172 -3.192165
C -6.054831 10.399798 -10.785705
C -2.996911 -7.347772 9.039255
O 8.511199 6.885908 -6.879035
C 6.725809 5.450158 -6.099015
C 5.506549 -11.074312 -0.052435
H 12.777409 -1.118312 6.265555
C -7.240861 11.266558 -8.765785
C 8.097709 2.439318 -0.446645
H -2.958791 -6.778912 11.117945
O -13.073481 6.811418 3.209915
H -11.314371 0.805828 -6.152385
C 4.852089 -2.247402 -10.767515
C 5.342299 -9.261412 1.760545
H 11.510029 -0.873292 5.020395
C -0.779201 0.087748 -0.845425
O -4.838401 -7.828022 -1.465785
H -0.702231 -2.209882 -0.921075
C 1.803109 2.428998 13.708275
H -4.239521 12.610018 -9.952505
C 4.395249 9.201788 2.395685
C 10.577099 -0.842312 7.657545
H 0.347119 -5.809812 11.857065
H -7.444291 10.226008 -8.512875
C -1.025211 2.097038 -13.809985
O 0.666239 4.994588 -12.950085
H -10.326871 2.264898 1.651485
H 2.451639 10.938318 0.627115
C -7.074651 -6.200842 -3.447275
H -0.385151 0.904728 1.038945
C -0.152741 1.141638 0.000695
C 6.317269 -10.460112 -1.168145
H -5.336371 10.763348 -11.520385
C -3.148681 -0.994692 -1.152195
H 5.785299 7.949838 -6.299445
C -13.387151 -3.897732 1.943365
H -2.602511 0.594688 -5.193155
C -4.362851 9.270488 -8.510475
H -3.650981 -5.996452 7.453645
C -1.851511 -5.174122 8.271975
O 2.718979 9.318758 -0.717545
C 8.152319 -3.886962 7.296785
H -2.854481 0.726428 -0.086045
C -4.985371 -7.567822 -2.881265
H -2.443241 8.260288 -8.477875
C -11.631361 0.432708 -7.126245
H 2.535019 0.450808 13.259885
C -5.841741 8.859838 -10.604335
C 8.340599 -2.603882 6.503805
H 6.077139 -9.320082 -2.967845
H -13.035541 2.844108 3.140435
O 0.149859 1.261938 12.449545
C -12.024201 -4.284282 1.321745
H 5.760719 -2.650822 -10.320595
H 2.873749 -7.547062 -2.033745
H 1.876409 5.114258 10.747705
C -6.009991 -8.036502 -0.912005
H -2.118441 -0.599562 0.697455
H 3.249579 -9.076062 -3.065785
H -13.661401 2.921838 1.565035
H 6.359509 -1.569652 -11.997035
H 10.930529 -3.501522 8.454805
C 6.449859 7.813838 -7.152655
H -4.575901 -6.612602 -3.209915
O 4.147269 -3.139542 -11.676345
H 1.396199 2.556428 9.235865
H 8.332679 -0.138122 -1.697825
C 3.098899 9.156108 1.570275
O 9.920069 2.542798 -1.832575
H -2.256561 1.820068 -3.955825
H -10.635461 -2.988962 2.403515
H 2.092449 -8.834412 0.053385
H 0.839469 5.270428 12.229915
H -12.091471 -0.785702 -9.215975
H 1.810819 1.403928 10.438305
C -4.503511 8.594608 -9.888185
N 3.847029 -9.258332 -0.337185
C 1.158039 1.980548 15.016575
H 9.708219 -0.447652 -0.765925
C 1.521999 4.638208 11.661965
H 6.415459 -2.120232 5.486935
H 0.822329 -1.315852 -1.261745
C 9.465159 1.688448 -0.823305
H -5.839291 8.384508 -11.585235
C 11.945219 -1.576152 5.730825
H 7.251499 4.510268 -6.267435
C 5.453829 -9.695702 -2.156365
C -5.291481 8.466558 -7.484855
C 3.523309 -10.861762 1.436755
O -6.980481 -7.816972 -1.827185
H 7.018329 6.055238 -8.080665
H 4.611789 8.307578 2.980145
H -7.053461 10.432088 -11.221335
C -0.002151 4.165218 -13.451635
N 0.738149 2.504568 12.641345
H -8.158231 -6.297512 -3.515045
C 0.925179 3.211208 11.343035
C -9.252701 -1.286572 -8.896295
H -4.567371 -8.369402 -3.490235
H 5.242619 0.904578 -12.354185
H 12.307379 -2.372012 5.080015
C -10.498541 3.076758 2.358255
H 1.092349 -6.858662 10.038485
H -11.659971 4.030068 0.732765
H -13.237501 -3.168142 2.739245
C 10.887049 -2.072572 6.700355
C -0.463001 3.651128 10.701325
O -6.290431 -8.247202 0.262905
O -8.091991 -1.288192 -9.195785
H 6.211279 -11.512172 0.654485
C -2.275551 1.596758 -13.070205
C 1.717169 2.477478 10.274545
H 4.114909 10.455458 0.225985
C -11.692961 3.963788 1.820245
H -4.153131 -0.940002 -0.732465

Atoms 1-6, force components in eV/Å:
0.31 0.06 0.28
0.03 0.22 0.21
-0.28 0.67 1.94
-0.67 0.14 -0.60
0.84 2.26 -0.32
0.04 0.48 -0.54

Results of the Löwdin charge analysis, in e, for atoms 1 through 8: atom 1 (H): 0.076, atom 2 (H): 0.077, atom 3 (O): 0.000, atom 4 (H): 0.078, atom 5 (C): -0.318, atom 6 (H): 0.060, atom 7 (O): 0.098, atom 8 (C): -0.177